# 1
Here is 2 unconnected molecules or ions with the total composition C5H13NOS in a non-equilibrium geometry from the OMol25 dataset. Energies are from wB97M-V/def2-TZVPD.

```
21
Properties=species:S:1:pos:R:3:nbo_charge:R:1
C -0.2869 1.7781 0.2824 -0.46
C 1.2239 1.6029 0.3643 -0.09
O 1.8040 1.8283 -0.9508 -0.74
C -0.8621 0.9113 -0.8370 -0.22
N -0.4559 -0.4785 -0.8955 -0.66
C -1.1464 -1.4711 -0.0579 -0.22
C -0.2065 -2.6551 0.2268 -0.54
S 1.3558 -2.0773 0.9874 -0.04
H -0.4646 2.8321 0.1361 0.23
H -0.7032 1.5168 1.2690 0.20
H 1.7331 2.3597 1.0727 0.18
H 1.4508 0.5241 0.6762 0.18
H 2.6642 1.4403 -0.9826 0.47
H -1.9922 0.9466 -0.7774 0.19
H -0.5489 1.4254 -1.8230 0.22
H 0.5274 -0.5546 -0.6222 0.38
H -1.5203 -1.0155 0.8625 0.17
H -2.0494 -1.8818 -0.4951 0.20
H 0.0221 -3.1232 -0.7066 0.23
H -0.7035 -3.3837 0.8478 0.22
H 0.1586 -0.5247 1.4229 0.10
```

Orbital gap ... 7.8359 eV
Multiplicity ... 1
Energy above the lowest of the compared OMol25 structures with the same formula, charge and spin ... 3.969 eV


# 2
Here is 2 unconnected molecules or ions with the total composition C5H13NOSi in a non-equilibrium geometry from the OMol25 dataset. Energies are from wB97M-V/def2-TZVPD.

```
21
Properties=species:S:1:pos:R:3:nbo_charge:R:1
C 0.3500 -2.1817 -1.0928 -0.60
C 0.9659 -0.1710 -2.4554 -0.60
C 1.6071 -0.2962 -0.0363 -0.60
C -0.7800 -0.0203 -0.6932 -0.01
C 0.5348 -0.6576 -1.0661 -0.10
N -0.8699 0.5907 0.4125 0.05
O -1.8191 1.1772 1.0112 -0.26
Si -2.0186 2.5135 4.0308 0.47
H -0.0141 -2.5322 -0.1299 0.21
H 1.2989 -2.6713 -1.3028 0.21
H -0.3647 -2.4695 -1.8599 0.21
H 1.8441 -0.7216 -2.7913 0.21
H 0.1662 -0.3215 -3.1793 0.21
H 1.2105 0.8906 -2.4249 0.21
H 2.5597 -0.7406 -0.3088 0.21
H 1.3184 -0.6619 0.9460 0.22
H 1.7244 0.7835 0.0261 0.22
H -1.6208 -0.1543 -1.3757 0.19
H -1.3971 1.4640 4.8092 -0.15
H -1.2449 3.6755 3.6523 -0.15
H -3.4507 2.5048 3.8281 -0.15
```

Orbital gap (spin up / spin down) ... 9.7669 / 5.9088 eV
Multiplicity ... 1
Energy above the lowest of the compared OMol25 structures with the same formula, charge and spin ... 6.648 eV


# 3
Here is 3 unconnected molecules or ions with the total composition C5H13NS in a non-equilibrium geometry from the OMol25 dataset. Energies are from wB97M-V/def2-TZVPD.

```
20
Properties=species:S:1:pos:R:3:nbo_charge:R:1
C 1.4741 0.9799 0.8629 -0.64
C 0.4445 0.9070 2.0599 -0.53
S -1.1071 -0.0319 1.7470 -0.46
H 0.8934 1.0942 -0.0323 0.24
H 1.9401 -0.0093 0.8062 0.19
H 2.2288 1.7601 0.9546 0.19
H 0.1407 1.9428 2.4880 0.18
H 0.9352 0.5705 2.9826 0.18
C 0.5651 -1.6782 -0.9757 -0.67
C 0.0865 -0.4497 -1.7502 0.25
C 0.8446 0.2377 -2.6112 -0.59
N -1.2653 -0.2409 -1.4537 -0.86
H 1.6094 -1.6627 -0.8386 0.20
H 0.0526 -1.6347 -0.0356 0.26
H 0.3262 -2.5986 -1.5434 0.20
H 0.4910 1.1356 -3.1867 0.18
H 1.8473 -0.0434 -2.7260 0.19
H -1.1982 1.3765 0.2843 -0.28
H -1.5207 -0.3037 -0.4810 0.43
H -1.6640 0.5898 -1.9632 0.37
```

Orbital gap (spin up / spin down) ... 5.4688 / 7.2547 eV
Multiplicity ... 2
Total charge ... -1
Energy above the lowest of the compared OMol25 structures with the same formula, charge and spin ... 0.766 eV


# 4
Here is a single C5H13NS molecule in a non-equilibrium geometry from the OMol25 dataset. Energies are from wB97M-V/def2-TZVPD.

```
20
Properties=species:S:1:pos:R:3:nbo_charge:R:1
C -1.3744 -0.4476 -1.0374 -0.45
C -2.4916 0.3998 -0.3633 -0.48
S -2.7933 1.9864 -1.3255 -0.07
C -0.5245 -0.9670 0.1375 -0.21
N 0.4486 0.0192 0.6232 -0.69
C 1.8092 -0.4041 0.3501 -0.20
C 2.7814 0.5823 1.0783 -0.63
H -0.7280 0.2786 -1.5483 0.22
H -1.4825 -1.2866 -1.7320 0.22
H -3.4561 -0.0950 -0.3219 0.22
H -2.1014 0.6773 0.6094 0.21
H -2.6905 1.2319 -2.4078 0.11
H -1.1925 -1.3898 0.8855 0.19
H 0.0557 -1.8646 -0.1442 0.19
H 0.5187 0.5968 1.4422 0.39
H 2.0841 -1.3616 0.8194 0.16
H 1.9823 -0.3637 -0.7316 0.18
H 3.7721 0.4049 0.6604 0.22
H 2.6156 1.6499 0.8625 0.21
H 2.7672 0.3529 2.1432 0.20
```

Orbital gap ... 9.6326 eV
Multiplicity ... 1
Structure (SMILES) ... CCNCCCS
Energy above the lowest of the compared OMol25 structures with the same formula, charge and spin ... 1.434 eV


# 5
Here is a single C5H13NS molecule in a non-equilibrium geometry from the OMol25 dataset. Energies are from wB97M-V/def2-TZVPD.

```
20
Properties=species:S:1:pos:R:3:nbo_charge:R:1
C 0.3755 1.1697 0.4622 -0.43
C 1.4471 0.4725 -0.3481 -0.51
S 2.7062 -0.4004 0.6519 -0.06
C -0.5833 0.1978 1.1080 -0.21
N -1.3703 -0.5487 0.1215 -0.64
C -2.0204 0.2065 -0.9172 -0.22
C -3.1569 -0.5740 -1.5631 -0.61
H -0.1907 1.8356 -0.1880 0.21
H 0.8156 1.8066 1.2277 0.22
H 1.0110 -0.2925 -0.9929 0.23
H 1.9764 1.1103 -1.0414 0.22
H 2.1252 -1.5982 0.5790 0.12
H -0.0698 -0.5648 1.7113 0.20
H -1.2360 0.7353 1.8059 0.17
H -2.0600 -1.1028 0.6096 0.36
H -2.4624 1.1518 -0.5764 0.15
H -1.3664 0.5447 -1.7269 0.18
H -3.4147 -0.0812 -2.4925 0.21
H -2.8396 -1.5936 -1.8057 0.21
H -4.0570 -0.5976 -0.9536 0.20
```

Orbital gap ... 9.8321 eV
Multiplicity ... 1
Structure (SMILES) ... CCNCCCS
Energy above the lowest of the compared OMol25 structures with the same formula, charge and spin ... 0.365 eV


# 6
Here is a single C5H13NS molecule in a non-equilibrium geometry from the OMol25 dataset. Energies are from wB97M-V/def2-TZVPD.

```
20
Properties=species:S:1:pos:R:3:nbo_charge:R:1
C 1.2796 0.8868 -0.0893 -0.23
N 1.2396 -0.0325 -1.1894 -0.62
C 0.6510 -1.3647 -1.0333 -0.24
C -0.7198 -1.4444 -0.3634 -0.54
S -0.9132 -2.8117 0.8389 -0.06
C 0.0496 1.7860 0.1776 -0.43
C -0.7172 1.4640 1.4627 -0.60
H 1.5419 0.3772 0.8505 0.19
H 2.1498 1.5137 -0.2814 0.20
H 0.7905 0.4027 -1.9982 0.35
H 1.3495 -2.0539 -0.5750 0.20
H 0.5842 -1.7589 -2.0395 0.20
H -0.9167 -0.5584 0.2322 0.22
H -1.5416 -1.5184 -1.0861 0.22
H -1.7600 -3.5910 0.1601 0.12
H -0.6394 1.7798 -0.6881 0.20
H 0.3704 2.8318 0.2439 0.21
H -0.0367 1.2698 2.2798 0.21
H -1.4271 2.2608 1.7371 0.21
H -1.3345 0.5612 1.3608 0.20
```

Orbital gap ... 9.5590 eV
Multiplicity ... 1
Structure (SMILES) ... CCCNCCS
Energy above the lowest of the compared OMol25 structures with the same formula, charge and spin ... 0.839 eV


# 7
Here is 2 unconnected molecules or ions with the total composition C5H13NS in a non-equilibrium geometry from the OMol25 dataset. Energies are from wB97M-V/def2-TZVPD.

```
20
Properties=species:S:1:pos:R:3:nbo_charge:R:1
C -2.1230 -0.4839 0.7305 -0.64
C -1.6004 0.6663 -0.0447 -0.39
C -0.4846 1.4978 0.7421 -0.64
S -1.0511 2.0737 2.3803 0.19
H -1.3522 -1.0473 1.2532 0.19
H -2.6968 -1.1791 0.0942 0.23
H -2.8027 -0.1426 1.5136 0.25
H -1.0719 0.2895 -1.0352 0.15
H -2.4302 1.3430 -0.3156 0.25
H -0.1051 2.3249 0.1124 0.24
H 0.4673 0.9451 1.0413 0.21
C 1.1379 -1.4226 -0.1163 -0.44
C 2.5618 0.0146 -1.4355 0.13
N 1.4461 -0.2183 -0.8945 -0.41
H 0.2744 -1.9642 -0.4959 0.26
H 1.0038 -1.1517 0.9444 0.25
H 2.0254 -2.0773 -0.2676 0.23
H 3.2926 -0.7789 -1.3834 0.22
H 2.8593 0.9006 -2.0726 0.26
H 0.6494 0.4104 -0.7508 0.47
```

Orbital gap (spin up / spin down) ... 7.3668 / 6.8946 eV
Multiplicity ... 2
Total charge ... +1
Energy above the lowest of the compared OMol25 structures with the same formula, charge and spin ... 1.128 eV


# 8
Here is 2 unconnected molecules or ions with the total composition C5H13NSSi in a non-equilibrium geometry from the OMol25 dataset. Energies are from wB97M-V/def2-TZVPD.

```
21
Properties=species:S:1:pos:R:3:nbo_charge:R:1
C -3.3550 -0.2494 0.0184 0.06
C 0.4668 -0.8209 -1.5550 -1.06
C 2.1260 1.4994 -0.1594 -1.06
C 0.4006 -0.3062 1.7494 -1.11
C -1.1348 1.3043 -0.3581 -0.82
N -3.0803 -1.4199 0.4484 -0.80
Si 0.4071 0.4527 -0.0252 1.51
S -4.7267 0.4970 -0.2006 0.00
H 1.4821 -1.3149 -1.6190 0.24
H -0.4211 -1.4693 -1.5203 0.22
H 0.2153 -0.1806 -2.3458 0.22
H 2.9503 0.7229 -0.1395 0.24
H 1.9082 2.0916 -1.0303 0.23
H 2.3409 1.9959 0.8260 0.23
H 0.5663 0.5727 2.4945 0.24
H -0.6434 -0.7787 1.7871 0.21
H 1.0060 -1.1708 2.0910 0.25
H -1.5574 1.9872 0.2988 0.20
H -1.4412 1.5239 -1.3441 0.20
H -2.1185 -1.6098 0.4642 0.40
H -3.7794 -2.2107 0.3714 0.40
```

Orbital gap (spin up / spin down) ... 7.7304 / 7.4517 eV
Multiplicity ... 1
Energy above the lowest of the compared OMol25 structures with the same formula, charge and spin ... 2.963 eV


# 9
Here is a gas-phase ion, C5H13O (charge +1) in a non-equilibrium geometry from the OMol25 dataset. Energies are from wB97M-V/def2-TZVPD.

```
19
Properties=species:S:1:pos:R:3:nbo_charge:R:1
C -0.2481 0.0617 1.7099 -0.67
C -1.0982 -1.7214 -0.1083 -0.62
C -0.5941 0.9737 -1.1794 -0.26
C 1.7049 0.9594 -0.6057 -0.27
C 0.2146 -0.7836 0.5212 0.16
O 0.5225 0.1653 -0.6875 -0.34
H -1.2633 0.4743 1.5106 0.24
H 0.5285 0.7245 1.9916 0.23
H -0.4642 -0.7029 2.4320 0.26
H -0.8105 -2.7622 -0.0885 0.25
H -1.2879 -1.4224 -1.1275 0.22
H -2.0056 -1.5239 0.4943 0.23
H -0.3480 1.4509 -2.0720 0.23
H -1.3832 0.2734 -1.1053 0.22
H -0.9378 1.8623 -0.5489 0.22
H 2.4693 0.2502 -0.4689 0.22
H 1.9217 1.3299 -1.5415 0.23
H 1.8922 1.6180 0.2205 0.23
H 1.1871 -1.2273 0.6534 0.22
```

Orbital gap ... 13.5963 eV
Multiplicity ... 1
Total charge ... +1
Energy above the lowest of the compared OMol25 structures with the same formula, charge and spin ... 0.969 eV


# 10
Here is a molecular structure, C5H13O3Yb in a non-equilibrium geometry from the OMol25 dataset. Energies are from wB97M-V/def2-TZVPD.

```
22
Properties=species:S:1:pos:R:3:nbo_charge:R:1
C 0.8157 -0.0232 -1.4142 -0.58
O -0.3803 0.6254 -1.7697 -0.56
C -1.5098 -0.1983 -1.8469 -0.08
C -2.6725 0.4635 -1.1505 -0.07
O -2.7389 1.8225 -1.5033 -0.53
C -3.9131 2.4544 -1.0626 -0.25
H 1.5943 0.7076 -1.6906 0.19
H 0.9201 -1.0209 -1.8823 0.17
H -1.3121 -1.1737 -1.3599 0.15
H -1.7701 -0.3964 -2.9037 0.20
H -2.5565 0.3559 -0.0560 0.13
H -3.6052 -0.0536 -1.4431 0.18
H -4.0193 2.3842 0.0341 0.16
H -3.8509 3.5128 -1.3427 0.20
H -4.8078 2.0062 -1.5290 0.17
Yb 1.0480 -0.3683 1.0986 1.46
O 3.1088 -0.4598 0.0605 -0.83
H 3.5364 0.3982 0.1945 0.51
C 3.9437 -1.5795 -0.2515 -0.26
H 4.9780 -1.2806 -0.0589 0.22
H 3.7507 -2.4186 0.4241 0.18
H 3.6144 -1.9477 -1.2305 0.22
```

Orbital gap (spin up / spin down) ... 5.6382 / 5.6378 eV
Multiplicity ... 1
Total charge ... +1
Energy above the lowest of the compared OMol25 structures with the same formula, charge and spin ... 1.833 eV


# 11
Here is 2 unconnected molecules or ions with the total composition C5H13OPS in a non-equilibrium geometry from the OMol25 dataset. Energies are from wB97M-V/def2-TZVPD.

```
21
Properties=species:S:1:pos:R:3:nbo_charge:R:1
C -0.7474 -0.8836 -1.4952 -0.62
C -0.3201 -1.9573 0.7386 -0.63
C -1.5550 0.2359 0.6112 -0.62
C 1.0900 2.6889 -0.5550 -0.68
C -0.4839 -0.6418 -0.0161 -0.36
O 1.3420 0.3759 1.6933 -1.02
P 1.1783 0.2061 0.0960 1.40
S 2.6928 -0.7651 -0.6495 -0.59
H -0.8450 0.0641 -2.0249 0.21
H 0.0764 -1.4399 -1.9402 0.24
H -1.6661 -1.4529 -1.6286 0.22
H -0.1095 -1.7781 1.7916 0.22
H 0.4988 -2.5370 0.3146 0.23
H -1.2342 -2.5461 0.6633 0.22
H -1.6020 1.2015 0.1091 0.21
H -2.5261 -0.2509 0.5202 0.22
H -1.3433 0.4039 1.6664 0.22
H 2.0167 2.7645 -1.0935 0.21
H 0.2037 2.8095 -1.1522 0.20
H 1.0629 3.1727 0.4057 0.20
H 2.2707 0.3298 1.9453 0.52
```

Orbital gap ... 8.4166 eV
Multiplicity ... 1
Energy above the lowest of the compared OMol25 structures with the same formula, charge and spin ... 0.000 eV


# 12
Here is 2 unconnected molecules or ions with the total composition C5H13S2 in a non-equilibrium geometry from the OMol25 dataset. Energies are from wB97M-V/def2-TZVPD.

```
20
Properties=species:S:1:pos:R:3:nbo_charge:R:1
C -3.3238 0.7036 -0.7646 -0.62
C -1.8058 0.5301 -0.7702 -0.51
S -1.2289 0.0323 0.9089 -0.72
H -3.5129 1.5376 -0.0395 0.20
H -3.7836 -0.2327 -0.3697 0.21
H -3.7450 0.9916 -1.7828 0.16
H -1.3211 1.4722 -1.0791 0.17
H -1.5250 -0.2744 -1.5109 0.17
C 2.0023 1.3585 1.0298 -0.64
C 2.1037 -0.1774 1.0719 -0.51
S 2.4737 -0.9338 -0.6145 0.11
C 1.1373 -2.1238 -0.5602 -0.77
H 1.7561 1.8422 1.9928 0.21
H 1.1398 1.5646 0.4060 0.24
H 2.8480 1.9165 0.5922 0.18
H 1.1597 -0.5755 1.4434 0.27
H 2.9831 -0.5211 1.7674 0.18
H 1.4165 -3.0200 0.0484 0.19
H 0.2403 -1.6617 -0.1721 0.28
H 0.9856 -2.4288 -1.5971 0.20
```

Orbital gap ... 6.0351 eV
Multiplicity ... 1
Total charge ... -1
Energy above the lowest of the compared OMol25 structures with the same formula, charge and spin ... 0.707 eV